This record from the Open Molecules 2025 dataset describes 2 unconnected molecules or ions with the total composition C4H10N2O in a non-equilibrium geometry. The level of theory is wB97M-V/def2-TZVPD.

Summary:
Gap between HOMO and LUMO (spin up / spin down) = 8.932 / 8.933 eV
E_LUMO (spin up / spin down) = 0.022 / 0.022 Eh
Net charge = 0

Element x y z (Å)
C 1.325934 -0.304298 -0.093388
C -1.269805 1.032347 -1.268025
C 0.896139 -1.699614 -0.440277
N -0.296833 1.228949 -0.198718
C -0.056601 0.060973 1.626532
O -0.347219 -0.373970 2.863270
N -0.795207 0.962131 1.088723
H -1.094532 0.138006 3.226301
H 0.093336 2.169107 -0.223953
H 2.112346 -0.228191 0.642599
H 1.602309 0.279231 -0.967342
H -1.621286 0.001720 -1.230467
H -0.777518 1.214218 -2.225461
H -2.132675 1.697927 -1.170540
H 0.807837 -2.318612 0.450112
H -0.069231 -1.710590 -0.949164
H 1.623009 -2.149334 -1.130203

Cartesian forces, eV/Å:
C 0.260 -0.355 1.007
C 0.014 0.147 0.285
C -0.011 0.015 0.017
N -0.232 0.232 -0.028
C -0.277 0.457 -1.308
O 0.292 -0.033 0.019
N 0.065 -0.121 0.152
H 0.173 -0.074 -0.240
H -0.144 -0.088 0.008
H 0.156 -0.231 -0.047
H -0.270 0.073 0.122
H 0.005 0.014 -0.016
H -0.019 -0.013 0.034
H -0.002 -0.048 -0.052
H 0.015 -0.028 -0.020
H 0.026 0.009 0.008
H -0.051 0.043 0.060

natural (NBO) population analysis, charges in e, atoms 1 to 5: -0.237, -0.422, -0.659, -0.386, 0.442

***

This record from the Open Molecules 2025 dataset describes a single C5H8N2 molecule. The level of theory is wB97M-V/def2-TZVPD.

Summary:
Gap between HOMO and LUMO = 8.646 eV
E_LUMO = 0.040 Eh
SMILES = Cc1cc(N)c[nH]1
Net charge = 0

Element x y z (Å)
C 2.356299 -0.437787 -0.049349
C 0.903587 -0.179849 0.169396
C -0.181613 -0.876251 -0.296809
C -1.334863 -0.062701 -0.093531
N -2.579168 -0.294890 -0.725587
C -0.929567 1.065531 0.569560
N 0.442384 0.985912 0.721549
H 2.934498 -0.541037 0.875484
H 2.466263 -1.355309 -0.634125
H 2.783492 0.387362 -0.633701
H -0.165051 -1.845578 -0.780103
H -3.155511 0.531421 -0.678668
H -3.099351 -1.073426 -0.345658
H -1.470010 1.931129 0.929908
H 1.028606 1.765467 0.971641

Cartesian forces, eV/Å:
C 0.048 -0.032 0.037
C -0.057 0.029 -0.010
C 0.013 0.058 -0.070
C 0.126 0.012 -0.195
N -0.192 0.033 0.315
C 0.024 0.162 -0.060
N 0.161 -0.054 -0.077
H -0.104 0.018 -0.093
H 0.062 0.149 0.130
H 0.057 -0.183 0.094
H 0.055 0.223 -0.031
H -0.151 0.012 -0.001
H 0.045 -0.075 0.048
H -0.004 -0.177 -0.156
H -0.086 -0.175 0.070

natural (NBO) population analysis, charges in e, atoms 1 to 5: -0.639, 0.146, -0.332, 0.088, -0.817

***

This record from the Open Molecules 2025 dataset describes 3 unconnected molecules or ions with the total composition C20H46BN4O6. The level of theory is wB97M-V/def2-TZVPD.

Summary:
Gap between HOMO and LUMO = 7.097 eV
E_LUMO = -0.101 Eh
Net charge = +1

Element x y z (Å)
C 3.472660 3.396289 0.246567
O 4.057985 2.165877 0.718498
B 3.337533 1.368597 1.539971
O 2.113739 0.842349 1.217927
C 3.961470 0.987534 2.957622
C 3.689332 1.381977 4.215534
N 4.570658 0.741746 5.059765
C 5.388512 -0.041443 4.363392
C 6.484723 -0.871072 4.918472
C 6.411412 -2.389282 4.588192
C 7.005614 -3.183454 5.758169
C 5.004916 -2.878095 4.258097
N 5.026592 0.106721 3.094580
H 4.107784 3.774402 -0.547182
H 2.474212 3.225005 -0.152785
H 3.430812 4.119008 1.057974
H 2.153538 0.379029 0.371706
H 2.939026 2.074344 4.550966
H 4.600650 0.852995 6.060645
H 6.489444 -0.724283 5.998967
H 7.425702 -0.461920 4.545012
H 7.064076 -2.564529 3.730979
H 7.758159 -2.600026 6.288849
H 6.228949 -3.427830 6.484386
H 7.473263 -4.102019 5.412182
H 4.269782 -2.531511 4.986648
H 4.683726 -2.617495 3.250315
H 4.991266 -3.967144 4.301168
H 5.498097 -0.361684 2.336675
C -0.665498 2.176066 1.464840
O -1.882660 2.622566 2.010932
C -2.766610 3.260750 1.095469
C -3.925426 2.377048 0.692801
N -3.493635 1.269697 -0.145312
C -4.466458 0.201098 -0.358457
C -5.111296 -0.486388 0.837347
O -4.256461 -1.336265 1.575879
C -3.364971 -0.686915 2.454611
H 0.009415 1.973561 2.293929
H -0.774455 1.247557 0.892182
H -0.216218 2.936588 0.815894
H -2.215864 3.607762 0.214757
H -3.169343 4.138261 1.606027
H -4.640162 2.988414 0.132888
H -4.425084 2.048892 1.613612
H -2.646397 0.872530 0.235385
H -3.954035 -0.569090 -0.940662
H -5.265983 0.596634 -0.993976
H -5.889474 -1.140689 0.439201
H -5.614131 0.222559 1.507241
H -3.831733 0.172772 2.944542
H -2.450970 -0.356719 1.948892
H -3.081904 -1.410566 3.218681
C -1.965479 0.957559 -7.392685
O -1.254407 0.651543 -6.211337
C -1.802516 1.180320 -5.014700
C -2.493846 0.131982 -4.171609
N -3.730678 -0.339472 -4.775365
C -4.284998 -1.564882 -4.202695
C -3.411546 -2.809730 -4.094408
O -3.124688 -3.458165 -5.314296
C -2.132603 -2.849717 -6.114379
H -1.302898 0.749449 -8.230898
H -2.867708 0.347709 -7.513413
H -2.251213 2.013055 -7.422772
H -2.477410 2.014176 -5.233848
H -0.963074 1.574831 -4.434642
H -2.720439 0.575123 -3.194651
H -1.773798 -0.681529 -4.008535
H -3.592310 -0.475027 -5.767293
H -5.159064 -1.830526 -4.801065
H -4.654362 -1.328139 -3.198504
H -3.979387 -3.539269 -3.512327
H -2.484138 -2.620778 -3.537299
H -1.313585 -2.449589 -5.509145
H -2.539046 -2.049460 -6.739782
H -1.735084 -3.619672 -6.774348

Cartesian forces, eV/Å:
C -0.001 -0.203 -0.515
O 0.097 0.208 0.565
B -0.241 0.013 -0.223
O 0.550 -0.480 0.266
C 0.203 -0.149 -0.295
C -0.434 0.316 0.005
N -0.061 0.046 0.222
C -0.041 0.151 0.186
C -0.012 -0.106 -0.110
C 0.186 0.031 0.071
C -0.034 0.264 0.102
C 0.128 -0.365 -0.029
N 0.313 -0.166 -0.333
H 0.048 0.019 0.014
H -0.052 -0.017 0.035
H 0.034 0.013 0.051
H -0.452 0.414 -0.244
H 0.021 -0.042 0.209
H 0.037 -0.044 0.034
H -0.069 0.004 0.030
H 0.067 -0.003 0.093
H -0.110 0.046 -0.130
H 0.156 -0.071 -0.061
H -0.017 -0.057 0.010
H -0.093 -0.082 0.036
H -0.039 0.089 -0.013
H -0.109 0.159 0.038
H -0.003 -0.022 -0.006
H -0.016 -0.001 -0.041
C -0.092 0.042 0.080
O 0.045 -0.041 -0.037
C -0.086 0.182 0.004
C -0.029 -0.111 -0.049
N 0.162 -0.073 0.156
C 0.131 0.103 -0.224
C -0.199 -0.053 -0.016
O 0.117 0.010 -0.029
C -0.007 -0.103 0.051
H -0.016 -0.001 0.023
H 0.046 0.023 -0.049
H 0.022 -0.019 -0.012
H -0.003 -0.059 -0.032
H 0.039 0.006 0.014
H -0.038 -0.018 0.008
H -0.012 0.056 0.005
H -0.049 -0.022 0.047
H -0.073 -0.024 -0.043
H -0.050 -0.011 0.038
H -0.009 -0.008 0.019
H 0.095 0.047 0.016
H 0.018 0.029 -0.018
H -0.032 0.066 0.027
H -0.012 -0.002 0.003
C 0.050 0.005 -0.031
O -0.058 -0.052 -0.030
C 0.081 0.124 0.115
C -0.105 -0.132 0.022
N 0.131 -0.117 -0.153
C -0.120 0.216 -0.033
C -0.054 -0.123 0.163
O -0.016 0.036 -0.089
C -0.008 -0.098 -0.034
H 0.005 -0.004 0.005
H -0.026 0.038 0.020
H -0.012 0.001 -0.010
H -0.057 -0.042 -0.023
H -0.009 0.035 -0.016
H -0.006 -0.030 0.023
H 0.070 0.076 0.048
H 0.024 -0.003 0.017
H -0.032 -0.001 0.035
H 0.037 -0.037 0.033
H 0.015 -0.007 0.008
H 0.024 0.062 -0.068
H -0.006 0.039 -0.002
H 0.048 0.039 0.042
H -0.001 -0.008 0.007

Löwdin population analysis, charges in e, atoms 1 to 5: -0.014, 0.048, -0.583, 0.180, -0.027